Formula: C18H58N2O12
Source: the OMol25 dataset
Level of theory: ωB97M-V with the def2-TZVPD basis set

## Properties
LUMO level	-0.28	eV
highest occupied orbital energy	-8.0	eV

Last columns: bonded neighbours and bond lengths (Å).
Element x y z (Å)
1 C -4.3737 -2.0010 -6.5932  C2 1.547, H12 1.090, H13 1.090, H14 1.090
2 C -4.5499 -2.4999 -5.1395  C1 1.547, C3 1.537, C4 1.548, N10 1.531
3 C -5.9856 -2.0972 -4.7683  C2 1.537, H15 1.090, H16 1.090, H17 1.090
4 C -4.5238 -4.0470 -5.1122  C2 1.548, C5 1.503, H18 1.090, H19 1.090
5 C -3.1205 -4.5852 -5.1407  C4 1.503, C6 1.569, H20 1.090, H21 1.090
6 C -2.1582 -3.8421 -4.1491  C5 1.569, C7 1.503, H22 1.090, H23 1.090
7 C -2.1480 -2.3397 -4.2035  C6 1.503, C8 1.582, C9 1.604, N10 1.472
8 C -1.3203 -1.7976 -2.9690  C7 1.582, H24 1.090, H25 1.090, H26 1.090
9 C -1.3899 -1.8462 -5.5285  C7 1.604, H27 1.090, H28 1.090, H29 1.090
10 N -3.5493 -1.8908 -4.1538  C2 1.531, C7 1.472, O11 1.372
11 O -3.6392 -0.5217 -4.1285  N10 1.372, H30 0.960
12 H -4.2104 -0.9261 -6.6710  C1 1.090
13 H -3.6198 -2.5095 -7.1941  C1 1.090
14 H -5.2931 -2.1213 -7.1662  C1 1.090
15 H -6.1508 -1.0353 -4.9503  C3 1.090
16 H -6.7446 -2.7159 -5.2471  C3 1.090
17 H -6.1761 -2.0701 -3.6954  C3 1.090
18 H -4.9671 -4.4194 -4.1887  C4 1.090
19 H -4.9657 -4.4814 -6.0089  C4 1.090
20 H -3.1333 -5.6343 -4.8453  C5 1.090
21 H -2.7292 -4.4386 -6.1474  C5 1.090
22 H -1.1328 -4.1478 -4.3570  C6 1.090
23 H -2.3920 -4.0750 -3.1103  C6 1.090
24 H -0.4672 -2.3820 -2.6242  C8 1.090
25 H -2.0154 -1.7774 -2.1297  C8 1.090
26 H -1.0641 -0.7489 -3.1191  C8 1.090
27 H -1.5769 -2.5247 -6.3608  C9 1.090
28 H -0.3469 -1.5973 -5.3328  C9 1.090
29 H -1.8499 -0.8916 -5.7840  C9 1.090
30 H -3.3362 -0.3365 -5.0204  O11 0.960
31 C 6.2598 1.3275 1.0661  C32 1.556, H42 1.090, H43 1.090, H44 1.090
32 C 5.7618 2.5744 0.2802  C31 1.556, C33 1.567, C34 1.546, N40 1.464
33 C 6.8886 3.6359 0.0409  C32 1.567, H45 1.090, H46 1.090, H47 1.090
34 C 5.2359 2.0536 -1.0766  C32 1.546, C35 1.549, H48 1.090, H49 1.090
35 C 4.6158 3.2072 -1.9043  C34 1.549, C36 1.523, H50 1.090, H51 1.090
36 C 3.3891 3.7354 -1.1714  C35 1.523, C37 1.563, H52 1.090, H53 1.090
37 C 3.7338 4.2069 0.2788  C36 1.563, C38 1.596, C39 1.526, N40 1.464
38 C 4.3069 5.6938 0.1910  C37 1.596, H54 1.090, H55 1.090, H56 1.090
39 C 2.4367 4.1188 1.0772  C37 1.526, H57 1.090, H58 1.090, H59 1.090
40 N 4.6386 3.2563 0.9268  C32 1.464, C37 1.464, O41 1.342
41 O 4.9023 3.6060 2.1949  N40 1.342, H60 0.960
42 H 6.5974 1.6336 2.0563  C31 1.090
43 H 5.6269 0.4407 1.0342  C31 1.090
44 H 7.2124 0.9744 0.6711  C31 1.090
45 H 7.4477 3.7156 0.9733  C33 1.090
46 H 7.6245 3.1409 -0.5926  C33 1.090
47 H 6.6564 4.6765 -0.1860  C33 1.090
48 H 6.0470 1.5423 -1.5951  C34 1.090
49 H 4.5042 1.2614 -0.9183  C34 1.090
50 H 5.4074 3.9359 -2.0790  C35 1.090
51 H 4.2564 2.9524 -2.9013  C35 1.090
52 H 2.4904 3.1191 -1.1479  C36 1.090
53 H 3.0861 4.5710 -1.8023  C36 1.090
54 H 3.5092 6.4223 0.3365  C38 1.090
55 H 4.7657 5.9388 -0.7669  C38 1.090
56 H 4.8712 5.9132 1.0973  C38 1.090
57 H 1.6851 4.7500 0.6032  C39 1.090
58 H 2.4868 4.3558 2.1399  C39 1.090
59 H 1.9736 3.1322 1.0602  C39 1.090
60 H 4.2496 3.1678 2.7459  O41 0.960
61 O 1.5478 1.8821 5.9651  H62 0.957, H63 0.957
62 H 0.7949 1.3755 5.6607  O61 0.957
63 H 1.1691 2.5677 6.5154  O61 0.957
64 O 2.0282 -0.6996 2.0910  H65 0.957, H66 0.957
65 H 2.3353 0.1993 1.9726  O64 0.957
66 H 1.9218 -1.0361 1.2012  O64 0.957
67 O -5.3669 -0.0345 6.0478  H68 0.957, H69 0.957
68 H -5.1522 -0.9583 5.9190  O67 0.957
69 H -4.5936 0.4371 5.7384  O67 0.957
70 O -2.8166 2.8854 6.7469  H71 0.957, H72 0.957
71 H -3.2769 2.5348 7.5095  O70 0.957
72 H -2.2352 3.5561 7.1050  O70 0.957
73 O -2.3206 -4.4184 1.9740  H74 0.957, H75 0.957
74 H -1.5302 -4.4882 1.4386  O73 0.957
75 H -2.2425 -5.1286 2.6110  O73 0.957
76 O -3.2263 2.6525 1.7574  H77 0.957, H78 0.957
77 H -2.9289 2.2232 2.5595  O76 0.957
78 H -3.6767 1.9634 1.2691  O76 0.957
79 O -1.7957 -0.6946 3.8213  H80 0.957, H81 0.957
80 H -0.8634 -0.8148 3.6404  O79 0.957
81 H -2.2013 -1.5173 3.5476  O79 0.957
82 O -2.3110 -4.8049 8.0367  H83 0.957, H84 0.957
83 H -1.6546 -4.9170 8.7244  O82 0.957
84 H -1.9230 -4.1686 7.4361  O82 0.957
85 O 3.8400 -1.2307 6.1549  H86 0.957, H87 0.957
86 H 3.6501 -0.2961 6.2359  O85 0.957
87 H 3.6845 -1.4281 5.2313  O85 0.957
88 O -5.2252 -3.9834 5.4198  H89 0.957, H90 0.957
89 H -4.6359 -4.1528 4.6848  O88 0.957
90 H -4.7330 -4.2633 6.1915  O88 0.957

---

Formula: C18H58N3O10
Source: the OMol25 dataset
Level of theory: ωB97M-V with the def2-TZVPD basis set

## Properties
net charge	+1
LUMO level	-1.91	eV
highest occupied orbital energy	-11.2	eV

Last columns: bonded neighbours and bond lengths (Å).
Element x y z (Å)
1 N -0.0107 -0.2388 -1.1618  H2 1.103, H3 1.045, H4 0.973, H5 1.089
2 H 0.3683 -0.2868 -0.1268  N1 1.103
3 H 0.7203 -0.5378 -1.8458  N1 1.045
4 H -0.2017 0.6152 -1.5868  N1 0.973
5 H -0.8417 -0.9428 -1.1788  N1 1.089
6 C 2.0983 1.9112 0.5022  O7 1.334, H8 1.167, H9 1.197, H10 1.211
7 O 1.1973 0.9772 0.8102  C6 1.334, H11 1.043
8 H 2.0803 2.8412 1.2062  C6 1.167
9 H 1.8903 2.1662 -0.6488  C6 1.197
10 H 3.3043 1.8062 0.4602  C6 1.211
11 H 1.4643 0.3402 1.5912  O7 1.043
12 C 2.7723 -1.4668 -0.8618  O13 1.394, H14 1.089, H15 1.153, H16 1.014
13 O 1.4933 -1.9958 -1.0298  C12 1.394, H17 0.920
14 H 3.5093 -2.0298 -1.4318  C12 1.089
15 H 3.0293 -1.3788 0.2592  C12 1.153
16 H 2.6833 -0.4978 -1.1468  C12 1.014
17 H 1.6583 -2.8078 -1.4298  O13 0.920
18 C 0.8153 3.7872 -1.9598  O19 1.355, H20 1.037, H21 0.995, H22 1.062
19 O 0.1103 3.3552 -0.8868  C18 1.355, H23 0.942
20 H 0.2073 4.1842 -2.6998  C18 1.037
21 H 1.1083 2.8512 -2.1278  C18 0.995
22 H 1.5873 4.4742 -1.7158  C18 1.062
23 H -0.3917 4.0262 -0.4558  O19 0.942
24 C 1.2103 -0.1558 -4.2008  O25 1.406, H26 0.956, H27 1.097, H28 1.223
25 O 1.0363 0.9352 -3.3308  C24 1.406, H29 0.991
26 H 0.3603 -0.5698 -4.3398  C24 0.956
27 H 1.9783 -0.8248 -3.7928  C24 1.097
28 H 1.5243 0.3622 -5.2638  C24 1.223
29 H 1.7803 1.5642 -3.5108  O25 0.991
30 C -1.4957 1.0112 -5.0698  O31 1.397, H32 1.095, H33 1.133, H34 1.218
31 O -2.0707 0.7422 -3.8258  C30 1.397, H35 1.016
32 H -0.5697 0.4272 -5.0828  C30 1.095
33 H -0.9577 2.0072 -5.1068  C30 1.133
34 H -2.1367 0.7492 -6.0718  C30 1.218
35 H -3.0797 0.7652 -3.7068  O31 1.016
36 C -0.4197 -2.7488 -3.7048  O37 1.381, H38 1.124, H39 1.030, H40 1.096
37 O -0.9137 -3.0848 -2.4598  C36 1.381, H41 0.926
38 H 0.6993 -2.8218 -3.7778  C36 1.124
39 H -0.7417 -1.7708 -3.7138  C36 1.030
40 H -0.5657 -3.2618 -4.6618  C36 1.096
41 H -1.5747 -3.7248 -2.3528  O37 0.926
42 C -1.5967 -3.4938 1.4222  O43 1.368, H51 0.996, H52 1.170, H53 1.128
43 O -1.1697 -2.4208 2.1552  C42 1.368, C44 1.352
44 C 0.1533 -2.1708 2.2822  O43 1.352, C45 1.536, H54 1.117, H55 1.088
45 C 0.4273 -0.9248 3.1382  C44 1.536, N46 1.368, H56 1.031, H57 1.112
46 N 1.7263 -0.5058 3.0442  C45 1.368, C47 1.441, H58 1.047
47 C 2.0533 0.6002 3.9082  N46 1.441, C48 1.513, H59 1.066, H60 1.163
48 C 3.5213 0.8732 3.6622  C47 1.513, O49 1.418, H61 0.911, H62 0.989
49 O 3.6633 2.1462 4.2702  C48 1.418, C50 1.496
50 C 5.0463 2.4732 4.7372  O49 1.496, H63 1.000, H64 1.230, H65 1.014
51 H -1.4687 -3.3568 0.4442  C42 0.996
52 H -2.6877 -3.8548 1.6442  C42 1.170
53 H -0.9907 -4.4088 1.6832  C42 1.128
54 H 0.7603 -1.9938 1.3612  C44 1.117
55 H 0.6553 -2.9838 2.8032  C44 1.088
56 H 0.1303 -0.9748 4.1242  C45 1.031
57 H -0.0287 -0.0018 2.7172  C45 1.112
58 H 2.2983 -1.3548 3.2632  N46 1.047
59 H 1.7333 0.5602 4.9242  C47 1.066
60 H 1.5023 1.5932 3.6572  C47 1.163
61 H 3.8563 0.6662 2.8412  C48 0.911
62 H 3.9093 0.2842 4.3562  C48 0.989
63 H 5.1103 3.4002 5.1072  C50 1.000
64 H 5.8683 2.4732 3.8222  C50 1.230
65 H 5.3603 1.6652 5.2632  C50 1.014
66 C -4.8197 -2.5578 -2.7578  O67 1.432, H75 1.062, H76 1.043, H77 1.042
67 O -4.4107 -2.3568 -1.3998  C66 1.432, C68 1.364
68 C -3.9477 -1.1208 -1.0538  O67 1.364, C69 1.442, H78 1.153, H79 1.092
69 C -3.3647 -1.1518 0.2652  C68 1.442, N70 1.550, H80 1.174, H81 1.173
70 N -2.5257 0.1402 0.4332  C69 1.550, C71 1.416, H82 1.098
71 C -2.0457 0.2792 1.7582  N70 1.416, C72 1.505, H83 1.135, H84 1.257
72 C -1.3717 1.6092 1.9662  C71 1.505, O73 1.455, H85 1.127, H86 1.109
73 O -1.0647 1.6732 3.3872  C72 1.455, C74 1.360
74 C -0.4107 2.7992 3.7792  O73 1.360, H87 1.008, H88 1.184, H89 1.032
75 H -5.1817 -3.5448 -2.9098  C66 1.062
76 H -4.0157 -2.4208 -3.4078  C66 1.043
77 H -5.5687 -1.8648 -2.9668  C66 1.042
78 H -4.7947 -0.3938 -1.3408  C68 1.153
79 H -3.2377 -0.9788 -1.8718  C68 1.092
80 H -3.0557 -2.2768 0.4002  C69 1.174
81 H -4.3207 -1.2878 0.9312  C69 1.173
82 H -3.2057 0.9992 0.3542  N70 1.098
83 H -1.2627 -0.4558 2.1262  C71 1.135
84 H -2.9967 0.3072 2.5802  C71 1.257
85 H -1.9107 2.4902 1.5162  C72 1.127
86 H -0.4437 1.6532 1.3612  C72 1.109
87 H -0.8947 3.6622 3.5892  C74 1.008
88 H 0.6403 2.9682 3.2602  C74 1.184
89 H -0.3417 2.7892 4.8092  C74 1.032